Record 1
Molecular formula: C4H12
Method: DFT, ωB97M-V/def2-TZVPD

Geometry (Å):
C: 0.40886 1.64272 -0.07162
C: 0.99756 2.12693 -1.34753
H: -0.10396 0.64120 -0.32940
H: 1.14748 1.47314 0.71138
H: -0.33932 2.25335 0.41366
H: 1.49185 1.41320 -2.02384
H: 0.23913 2.57645 -1.99195
H: 1.80662 2.84503 -1.11879
C: -1.12254 -1.34633 0.98922
C: -0.24048 -2.41997 0.45813
H: -2.10231 -1.38458 0.46586
H: -1.33865 -1.44744 2.04833
H: -0.86408 -0.25582 0.80324
H: 0.66973 -2.47471 1.06756
H: 0.05341 -2.22420 -0.57913
H: -0.70329 -3.41896 0.50486

Values from the calculation:
HOMO-LUMO gap (alpha / beta), eV: 14.0 / 4.9
Calculated total energy, eV: -4331.0183
M, g mol⁻¹: 60.1
Total charge: +1
2S+1: 2
E_HOMO (alpha / beta), eV: -16.88 / -15.92
F_max, eV/Å: 2.1
E_LUMO (alpha / beta), eV: -2.91 / -11.03
<S²>: 0.755
ΔE to the lowest compared entry with this formula, charge and spin, kJ/mol: 20.62


Record 2
Molecular formula: C2H59BrNO26PS
Method: DFT, ωB97M-V/def2-TZVPD

Geometry (Å):
C: 0.95911 -1.11733 2.61351
C: 0.65615 0.41469 2.49957
N: 1.27091 1.05133 1.30146
P: 0.83319 0.79877 -0.30801
S: 1.78764 -1.02166 -0.92054
Br: -1.29342 0.01384 -0.24375
H: 0.10082 -1.66630 3.04928
H: 1.17993 -1.57611 1.64612
H: 1.83953 -1.30244 3.26354
H: -0.42823 0.62361 2.53136
H: 1.08617 0.94164 3.37093
H: 1.21328 2.06975 1.39654
H: 0.99415 -1.95669 -0.35415
O: -1.46798 3.09731 -1.66510
H: -1.63089 2.64427 -2.50039
H: -1.68645 2.43665 -0.98689
O: 1.53940 -4.23033 2.54799
H: 1.17792 -5.10584 2.72651
H: 2.39010 -4.42950 2.15014
O: -0.38565 -0.90498 -3.61967
H: 0.32268 -1.00067 -2.96553
H: 0.01087 -0.36424 -4.31126
O: -2.76221 0.53560 3.00930
H: -2.67363 0.15259 2.13094
H: -2.93544 -0.23731 3.56843
O: 3.41115 2.60620 3.28376
H: 3.13403 2.02574 2.56889
H: 2.68408 2.58564 3.91228
O: -4.57935 3.13203 -2.56696
H: -3.69651 3.14454 -2.17910
H: -4.53845 3.75147 -3.30152
O: 3.75228 -4.01848 -0.88062
H: 4.02816 -3.87542 0.02873
H: 3.23196 -3.24406 -1.11620
O: -2.60895 -1.59752 5.03509
H: -1.74326 -1.96020 4.82165
H: -3.08424 -2.34286 5.40348
O: 5.86271 -1.67551 -1.09913
H: 4.90984 -1.73879 -1.00273
H: 6.12920 -2.58054 -1.28927
O: 5.88658 1.58870 -1.71615
H: 5.43148 0.78788 -1.43862
H: 6.75440 1.26449 -1.98078
O: -4.58728 -0.69413 1.06671
H: -5.33560 -0.72938 0.46425
H: -4.82760 -0.00095 1.70186
O: 6.82888 1.19493 -4.56139
H: 6.17517 1.59243 -3.97307
H: 7.25199 1.93638 -5.00020
O: -5.74872 4.38051 -0.24534
H: -5.45320 3.93968 -1.05475
H: -5.11769 5.09401 -0.11444
O: -0.55067 4.38407 0.93780
H: -0.82406 3.96532 0.11411
H: -0.73559 3.76527 1.65506
O: 1.76263 -6.51387 4.49374
H: 1.03111 -7.12399 4.62230
H: 1.48071 -5.69827 4.92143
O: -5.77510 1.84015 2.14970
H: -5.06154 2.04822 2.76408
H: -5.76482 2.56895 1.50997
O: 6.74662 -3.76714 -3.28191
H: 7.61558 -3.64127 -2.88934
H: 6.76935 -3.24354 -4.08844
O: -1.08686 -2.10350 -6.37013
H: -0.78524 -1.87588 -5.48428
H: -1.58612 -1.33639 -6.67484
O: 0.39574 3.87990 3.64211
H: -0.14709 4.24722 4.34550
H: 0.86683 4.63157 3.26571
O: -1.19118 6.45123 -1.41416
H: -0.87011 5.87746 -2.11834
H: -0.83859 6.07450 -0.60232
O: 0.94890 4.52436 -2.73166
H: 1.64105 3.95248 -3.07239
H: 0.43552 3.94535 -2.15401
O: -4.36734 -1.92645 -1.65138
H: -3.78115 -1.87449 -2.41109
H: -3.88815 -1.49478 -0.93645
O: -3.60821 -1.27249 -7.43777
H: -4.55276 -1.25800 -7.27003
H: -3.40424 -2.19372 -7.62695
O: -1.65340 -4.46773 4.19337
H: -1.64499 -4.86201 3.31690
H: -2.42102 -4.85790 4.62020
O: -5.61286 3.58640 4.60803
H: -6.26530 2.91496 4.38279
H: -6.12233 4.31289 4.97279
O: 5.63225 -6.32873 -2.45223
H: 5.01446 -6.08462 -1.75855
H: 5.94891 -5.47899 -2.78609

Values from the calculation:
HOMO-LUMO gap, eV: 9.9
Calculated total energy, eV: -147925.7063
M, g mol⁻¹: 656.4
Total charge: 0
E_HOMO, eV: -10.46
F_max, eV/Å: 0.8
E_LUMO, eV: -0.58


Record 3
Molecular formula: C7H14O2
Method: DFT, ωB97M-V/def2-TZVPD

Geometry (Å):
C: 0.14510 -1.46915 1.71619
C: -1.98667 0.17353 0.86852
C: -0.60984 0.73980 1.05371
C: -0.37936 2.03143 1.27087
O: 0.43931 -0.15512 1.30850
H: -0.41864 -2.01385 0.95549
H: 1.10803 -1.96093 1.86281
H: -0.41238 -1.48878 2.65291
H: -2.33504 -0.36396 1.74628
H: -1.97973 -0.50814 0.01842
H: -2.68354 0.97979 0.66490
H: -1.16756 2.75773 1.16965
H: 0.61592 2.39971 1.44265
C: 2.06199 -0.33273 -1.51265
C: 0.58719 -0.18373 -1.71742
C: -0.03408 0.99096 -1.88472
O: -0.15573 -1.33444 -1.66553
H: 0.43673 -2.06989 -1.47722
H: 2.45321 -1.18752 -2.07379
H: 2.58146 0.57205 -1.82695
H: 2.27554 -0.48931 -0.45557
H: 0.53467 1.89682 -1.96983
H: -1.07656 1.01573 -2.14723

Values from the calculation:
HOMO-LUMO gap, eV: 8.8
Calculated total energy, eV: -11579.1328
M, g mol⁻¹: 130.2
Total charge: 0
SMILES: C=C(C)OC.C=C(C)O
E_HOMO, eV: -8.07
F_max, eV/Å: 2.1
E_LUMO, eV: 0.76
ΔE to the lowest compared entry with this formula, charge and spin, kJ/mol: 209.93


Record 4
Molecular formula: C2H3Cl2NSi
Method: DFT, ωB97M-V/def2-TZVPD

Geometry (Å):
C: -1.63492 -0.64097 -0.23147
C: -0.15667 -0.75141 0.31275
N: -2.71676 -0.61780 -0.53095
Si: 0.78011 0.89570 0.08217
Cl: 1.19241 1.08997 -1.87801
Cl: 2.62481 0.97154 0.99104
H: 0.22808 -1.62333 -0.27896
H: -0.27591 -1.39095 1.31018
H: -0.04114 2.06726 0.22324

Values from the calculation:
HOMO-LUMO gap, eV: 12.1
Calculated total energy, eV: -36537.0911
M, g mol⁻¹: 140.0
Total charge: 0
SMILES: N#CC[SiH](Cl)Cl
E_HOMO, eV: -11.69
F_max, eV/Å: 6.1
E_LUMO, eV: 0.46
ΔE to the lowest compared entry with this formula, charge and spin, kJ/mol: 77.52


Record 5
Molecular formula: C4H10O2
Method: DFT, ωB97M-V/def2-TZVPD

Geometry (Å):
C: 2.46246 -0.90227 0.07910
O: 1.88885 -1.80598 -0.48309
C: -0.68898 -0.19770 -1.39974
C: -1.04615 -0.22651 -0.11237
C: -1.95376 0.77563 0.53394
O: -0.62428 -1.16892 0.77492
H: 2.13151 -0.52812 1.06138
H: 3.34121 -0.40320 -0.36679
H: 1.24750 1.90230 0.95228
H: -0.04241 -0.95564 -1.83158
H: -1.05723 0.58608 -2.05063
H: 0.87361 1.58161 0.39200
H: -1.48340 1.18637 1.43343
H: -2.89287 0.30444 0.84194
H: -2.17971 1.59427 -0.15310
H: 0.02365 -1.74235 0.32831

Values from the calculation:
HOMO-LUMO gap, eV: 9.2
Calculated total energy, eV: -8402.9847
M, g mol⁻¹: 90.1
Total charge: 0
SMILES: C=C(C)O.[H][H].C=O
E_HOMO, eV: -8.71
F_max, eV/Å: 0.6
E_LUMO, eV: 0.49
ΔE to the lowest compared entry with this formula, charge and spin, kJ/mol: 247.23


Record 6
Molecular formula: C5H4NO2
Method: DFT, ωB97M-V/def2-TZVPD

Geometry (Å):
C: 2.02484 -0.03953 0.22807
C: 3.17645 -0.59168 -0.10377
C: 1.65237 1.38953 0.05414
C: -0.24770 -0.06832 0.08699
C: 0.90818 -0.85559 0.66068
N: 0.32332 1.27745 0.09607
O: 4.18086 -1.21792 -0.15590
O: 2.33984 2.41354 0.00444
H: -0.51256 -0.57732 -0.90999
H: -1.21770 0.08866 0.59595
H: 0.97018 -1.90922 0.19319
H: -0.37820 1.97592 0.22988

Values from the calculation:
HOMO-LUMO gap, eV: 5.4
Calculated total energy, eV: -10832.9265
M, g mol⁻¹: 110.1
Total charge: -1
E_HOMO, eV: -1.24
F_max, eV/Å: 2.7
E_LUMO, eV: 4.11
ΔE to the lowest compared entry with this formula, charge and spin, kJ/mol: 260.23


Record 7
Molecular formula: C4H8P2
Method: DFT, ωB97M-V/def2-TZVPD

Geometry (Å):
C: 2.34741 -0.16387 0.62739
C: 2.03896 -0.17322 -0.84794
C: -3.11334 0.31807 -0.17440
C: -1.82981 -0.08909 -0.42700
P: 0.87150 0.86640 0.25439
P: -0.38513 -0.75195 0.81930
H: 2.25094 -1.13704 1.15295
H: 3.31339 0.39856 0.96765
H: 2.53843 0.59070 -1.49753
H: 1.59319 -0.97972 -1.33146
H: -3.60590 0.78706 -1.00366
H: -3.61547 0.27564 0.74390
H: -0.94967 -0.01855 2.07213
H: -1.45450 0.07701 -1.35571

Values from the calculation:
HOMO-LUMO gap, eV: 9.8
Calculated total energy, eV: -22852.3896
M, g mol⁻¹: 118.1
Total charge: 0
SMILES: C=C[PH]#P1CC1
E_HOMO, eV: -8.71
F_max, eV/Å: 5.1
E_LUMO, eV: 1.12
ΔE to the lowest compared entry with this formula, charge and spin, kJ/mol: 198.63